{"formula": "C15H24N2O3", "method": "ωB97M-V/def2-TZVPD", "species": ["C", "C", "C", "C", "C", "C", "C", "C", "C", "N", "C", "C", "C", "C", "O", "C", "O", "N", "C", "O", "H", "H", "H", "H", "H", "H", "H", "H", "H", "H", "H", "H", "H", "H", "H", "H", "H", "H", "H", "H", "H", "H", "H", "H"], "positions_angstrom": [[4.38848, -0.25006, -3.46433], [3.76406, 0.92356, -4.20879], [2.23913, 0.98545, -4.10248], [1.71850, 1.22121, -2.67762], [1.26022, -0.06032, -1.98190], [0.79521, 0.21551, -0.55330], [0.43702, -1.05204, 0.22570], [-0.77670, -1.81417, -0.30807], [-2.10296, -1.06609, -0.14767], [-2.43706, -0.87528, 1.25216], [-2.08293, 0.23717, 1.91543], [-2.29915, 0.45378, 3.24326], [-1.83861, 1.75058, 3.80182], [-2.09515, 1.99564, 5.25526], [-1.28031, 2.55683, 3.08698], [-2.95752, -0.58591, 4.02025], [-3.23032, -0.58734, 5.19781], [-3.29187, -1.69967, 3.24273], [-3.06998, -1.92684, 1.91137], [-3.39869, -2.94272, 1.35075], [4.24447, -0.15241, -2.39160], [3.94747, -1.18895, -3.79290], [5.45845, -0.28993, -3.65747], [4.18617, 1.85668, -3.82820], [4.03047, 0.85126, -5.26628], [1.81432, 0.05941, -4.49614], [1.89663, 1.79821, -4.74679], [2.49743, 1.70045, -2.08132], [0.87129, 1.91039, -2.71120], [2.07534, -0.78411, -1.95884], [0.44427, -0.49712, -2.56148], [1.59945, 0.72380, -0.01630], [-0.05254, 0.90292, -0.57858], [0.26579, -0.78729, 1.27270], [1.29613, -1.72602, 0.20167], [-0.64028, -2.03524, -1.36623], [-0.86089, -2.76710, 0.21808], [-2.06445, -0.08984, -0.63094], [-2.90359, -1.66112, -0.59325], [-1.59776, 1.01759, 1.34261], [-1.61522, 1.22273, 5.85133], [-3.16176, 1.93395, 5.45890], [-1.71517, 2.97513, 5.53341], [-3.75737, -2.45268, 3.73947]], "forces_ev_per_a": [[0.01, 0.23, -0.14], [-0.15, -0.19, -0.05], [0.18, 0.29, 0.07], [-0.11, -0.31, -0.22], [-0.06, 0.42, 0.24], [0.13, -0.36, -0.03], [-0.13, 0.11, -0.13], [0.00, 0.16, 0.14], [0.22, -0.45, -0.52], [-0.14, -0.02, 0.10], [-0.04, 0.35, 0.62], [0.09, -0.03, -0.40], [-0.05, -0.09, 0.08], [0.14, 0.35, 0.08], [0.05, 0.09, -0.03], [0.08, -0.03, -0.37], [-0.07, -0.02, 0.25], [-0.19, -0.29, 0.29], [-0.03, 0.07, 0.06], [-0.04, -0.25, -0.15], [0.00, -0.07, 0.16], [-0.03, -0.14, 0.02], [0.10, -0.07, 0.05], [0.02, 0.06, -0.06], [0.05, 0.08, 0.00], [-0.07, -0.04, -0.08], [-0.05, -0.06, -0.06], [0.03, 0.09, 0.08], [0.02, 0.06, 0.07], [0.03, -0.13, -0.04], [0.02, -0.09, -0.08], [-0.03, 0.10, 0.01], [-0.03, 0.14, 0.03], [0.09, -0.09, 0.07], [0.04, 0.00, 0.10], [-0.03, -0.09, -0.06], [-0.05, -0.04, -0.09], [-0.09, 0.01, 0.07], [0.07, 0.20, 0.02], [0.02, -0.01, -0.04], [-0.04, -0.06, 0.06], [-0.05, -0.06, 0.06], [0.03, 0.03, -0.07], [0.09, 0.13, -0.12]], "smiles": "CCCCCCCCCn1cc(C(C)=O)c(=O)[nH]c1=O", "total_charge": 0, "e_lumo_ev": 0.050, "de_lowest_kcal_mol": 1.9, "homo_ev": -9.39}